C12H14Cl3N2 as an isolated structure at a distorted geometry, computed with wB97M-V/def2-TZVPD.

Structure (ORCA input):
```
! RIJCOSX wB97M-V def2-TZVPD def2/J DEFGRID3
* xyz -1 1
Cl -0.93 1.82 0.36
Cl 1.76 -2.70 1.17
C 0.64 -1.37 1.39
C 0.44 -0.43 0.20
Cl -0.23 -1.38 -1.16
H 0.86 -0.90 2.35
H -0.25 -2.00 1.46
H 1.29 0.22 -0.02
H -0.33 0.22 0.62
N -2.38 -0.58 0.98
C -3.34 -1.58 1.00
C -3.97 -2.13 -0.09
C -3.51 -1.72 -1.36
C -2.45 -0.77 -1.43
C -1.94 -0.29 -0.25
H -3.59 -1.93 1.99
H -4.74 -2.88 -0.02
H -3.97 -2.05 -2.28
H -2.07 -0.37 -2.36
H -1.04 0.30 -0.33
N 1.60 2.71 0.68
C 1.29 2.16 -0.52
C 2.23 1.41 -1.28
C 3.52 1.25 -0.78
C 3.81 1.82 0.40
C 2.88 2.52 1.10
H 0.29 2.25 -0.93
H 1.96 0.81 -2.14
H 4.19 0.66 -1.38
H 4.84 1.79 0.72
H 3.14 3.17 1.91
*
```

Summary:
LUMO level   3.145 eV
Energy above the lowest of the compared OMol25 structures with the same formula, charge and spin   199.7 kcal per mole

---

C12H14FIN2Pd as an isolated structure at a distorted geometry, computed with wB97M-V/def2-TZVPD.

Structure (ORCA input):
```
! RIJCOSX wB97M-V def2-TZVPD def2/J DEFGRID3
* xyz 2 5
C 3.34 3.94 1.78
C 4.47 2.97 1.42
H 3.10 4.58 0.94
H 3.67 4.56 2.62
H 2.40 3.43 2.07
H 4.21 2.17 0.73
H 5.27 3.58 0.95
H 4.90 2.52 2.32
C -2.77 1.07 0.12
C -3.99 1.00 -0.54
C -4.25 -0.09 -1.38
C -3.26 -1.06 -1.54
H -2.52 1.90 0.77
H -4.71 1.82 -0.39
H -5.20 -0.18 -1.89
H -3.36 -1.90 -2.23
N -1.84 0.13 -0.06
C -2.06 -0.96 -0.82
C -0.97 -1.92 -0.90
N 0.17 -1.58 -0.25
C 1.21 -2.41 -0.12
C 0.09 -3.97 -1.56
C 1.21 -3.64 -0.78
H 2.02 -2.06 0.52
H 2.07 -4.30 -0.71
C -1.00 -3.10 -1.66
H -1.88 -3.28 -2.30
H 0.06 -4.92 -2.10
Pd 0.17 0.19 0.97
I 0.08 2.64 1.79
F -0.62 -1.12 2.22
*
```

Summary:
LUMO level (alpha / beta)   -7.597 / -11.751 eV